{"formula": "C18H22Cl6N4", "method": "ωB97M-V/def2-TZVPD", "e_tot_ev": -100113.9145, "e_above_lowest_ev": 1.6950, "fmax_ev_per_a": 4.122, "homo_lumo_gap_ev": 8.4, "homo_energy_ha": -0.296, "smiles": "c1cc[nH]c1.c1cc[nH]c1.c1cc[nH]c1.c1cc[nH]c1.ClC(Cl)Cl.ClC(Cl)Cl", "total_charge": 0, "symbols": ["Cl", "H", "H", "N", "C", "Cl", "H", "H", "H", "H", "C", "C", "C", "C", "N", "H", "H", "Cl", "Cl", "H", "H", "H", "H", "Cl", "H", "C", "C", "C", "C", "C", "H", "C", "H", "H", "N", "C", "C", "Cl", "H", "C", "H", "H", "H", "C", "C", "H", "C", "H", "C", "N"], "xyz": [[28.68929, -9.53483, 0.59775], [21.85381, -11.16429, -1.82770], [31.68771, -14.92535, 5.19969], [32.05671, -14.01927, 2.14367], [35.23137, -11.35810, -2.66973], [27.08867, -7.26958, 0.23948], [27.49250, -8.96852, -1.39293], [25.20973, -0.88657, -6.09607], [20.45755, -11.02908, -3.99773], [35.40346, -14.06051, -4.48824], [32.09215, -14.70496, 4.22283], [28.12179, -8.44396, -0.67394], [25.38950, -2.29409, -4.31680], [23.27468, -1.91450, -3.75857], [23.55610, -1.14501, -4.86347], [26.32516, -2.83342, -4.32429], [34.26638, -14.74224, 4.36665], [23.12589, -2.79963, 3.14342], [26.04494, -2.37692, 3.56479], [24.73045, -4.34330, 3.73679], [22.89340, -0.81175, -5.54893], [20.08637, -8.57413, -4.72961], [33.29605, -10.55123, -3.42240], [24.17010, -3.28422, 5.78603], [22.26784, -1.80687, -3.38296], [34.02874, -11.34449, -3.43881], [33.36433, -14.58295, 3.79452], [35.96879, -12.44007, -3.21272], [24.52747, -3.31999, 4.05258], [24.85039, -1.30785, -5.16883], [36.99940, -12.70994, -3.03547], [21.91954, -8.85869, -2.01487], [22.37320, -8.58222, -1.07457], [24.46716, -3.00067, -2.38743], [20.74008, -8.82441, -4.00152], [24.46417, -2.44257, -3.31204], [20.92681, -10.14764, -3.58634], [29.47660, -7.52694, -1.50356], [21.21970, -6.96267, -3.08076], [21.60855, -10.24398, -2.33690], [31.74546, -13.74118, 1.22396], [34.10329, -13.54668, 1.90399], [35.55752, -10.77006, -1.82459], [33.99618, -12.51614, -4.29239], [21.36315, -8.03127, -3.01830], [33.29388, -12.74661, -5.07983], [31.26534, -14.45427, 3.16604], [30.20770, -14.52947, 2.96075], [33.37187, -13.98930, 2.56393], [35.18880, -13.18639, -4.03005]], "forces_ev_per_a": [[0.4, -0.3, -0.7], [0.0, 0.2, 0.0], [0.4, -0.4, 0.0], [0.5, 0.5, -0.2], [0.5, -1.9, -2.1], [0.1, -0.1, -0.9], [0.4, 0.2, 0.0], [0.2, -0.1, 0.1], [-0.1, 0.4, -0.7], [0.4, 0.4, 0.2], [-3.4, -1.2, 1.2], [0.2, 1.2, 0.9], [1.1, 1.9, -0.8], [-0.7, 1.6, 0.1], [-0.5, -0.4, 0.3], [0.3, 0.6, -0.2], [-0.1, 0.1, 0.2], [0.0, 0.3, -0.1], [-1.3, -0.6, 0.6], [0.1, 0.2, 0.3], [0.0, 0.2, 0.5], [0.4, 0.3, 0.3], [-0.2, -0.3, 0.0], [0.4, 0.1, -0.4], [0.2, -0.4, 0.5], [-0.1, -1.9, -1.0], [3.8, 1.5, 0.2], [-0.2, 0.5, 1.8], [0.8, 0.0, -0.4], [1.6, -1.8, -1.1], [-0.2, -0.3, 0.3], [-1.2, -0.4, -1.2], [0.1, 0.5, -0.3], [0.5, -0.2, -0.2], [1.3, -1.9, 2.4], [-2.8, -1.5, 0.9], [0.2, -0.6, 2.0], [-1.1, -1.0, 0.6], [0.4, -0.1, 0.1], [-0.9, 2.6, -3.0], [0.0, 0.0, 0.3], [0.2, -0.4, 0.2], [0.0, 0.3, -0.4], [0.9, 2.6, 2.4], [-0.3, -1.1, 0.4], [0.2, -0.4, 0.2], [-0.5, 0.6, -1.2], [0.0, 0.0, 0.5], [-1.0, -0.6, -1.3], [-1.3, 0.9, -1.4]]}